(1)
Density functional theory data (ωB97M-V with the def2-TZVPD basis set) for a molecular structure, C27H42BN9O8SSe3TeY.

Each line ends with the Mulliken charge.
Cartesian coordinates (Å):
Y1 -0.687 1.166 -0.472  -1.77
Se1 -3.323 1.029 -1.831  0.01
Se2 -2.941 2.993 -3.063  -0.59
Te1 -1.672 4.268 -1.222  0.35
Se3 -0.126 5.760 -2.450  -0.73
C1 1.317 -1.169 -2.317  0.14
C2 1.629 -2.361 -3.258  -0.98
N1 0.401 -3.071 -3.620  -0.21
C3 -0.472 -2.143 -4.346  -0.81
C4 -0.719 -0.854 -3.520  -0.44
N2 -0.147 -1.000 -2.163  1.79
C5 -0.692 -2.233 -1.558  0.31
C6 -0.273 -3.476 -2.384  -1.03
H1 1.713 -0.238 -2.724  0.34
H2 1.740 -1.329 -1.329  -0.59
H3 2.303 -3.070 -2.772  0.33
H4 2.111 -2.026 -4.180  0.32
H5 -1.412 -2.658 -4.554  0.26
H6 -0.005 -1.910 -5.305  0.35
H7 -1.780 -0.633 -3.420  0.19
H8 -0.245 0.015 -3.981  0.12
H9 -1.775 -2.132 -1.545  0.29
H10 -0.338 -2.289 -0.529  -0.55
H11 -1.142 -4.082 -2.646  0.41
H12 0.415 -4.108 -1.817  0.30
O1 -6.628 -0.852 -2.247  -0.51
C7 -7.101 -0.658 -0.927  -0.58
N3 -6.032 -0.646 0.032  0.02
C8 -5.655 -1.724 0.775  -0.05
O2 -6.341 -2.713 0.965  -0.69
C9 -4.289 -1.538 1.369  -0.06
C10 -4.013 -1.730 2.710  -0.85
C11 -2.753 -1.385 3.171  -1.11
C12 -1.825 -0.860 2.284  -0.44
N4 -2.062 -0.733 0.973  0.78
C13 -3.270 -1.088 0.545  -1.06
H13 -5.946 -0.185 -2.419  0.30
H14 -7.757 -1.490 -0.694  0.38
H15 -7.649 0.281 -0.848  0.29
H16 -5.432 0.171 0.042  0.16
H17 -4.783 -2.104 3.374  0.48
H18 -2.491 -1.481 4.217  0.53
H19 -0.854 -0.518 2.628  0.83
H20 -3.455 -1.005 -0.518  1.22
N5 -0.051 4.203 1.930  -0.21
C14 1.110 3.717 1.470  -0.13
N6 1.241 2.736 0.611  1.37
C15 2.596 2.486 0.381  -1.29
C16 3.120 1.502 -0.459  0.71
C17 4.495 1.377 -0.594  -0.70
C18 5.370 2.212 0.097  -0.90
C19 4.869 3.196 0.937  -0.39
C20 3.493 3.316 1.064  0.46
S1 2.604 4.443 2.041  -0.45
H21 -0.856 3.579 1.889  0.06
H22 -0.029 4.860 2.688  0.23
H23 2.453 0.843 -0.995  -0.16
H24 4.887 0.608 -1.249  0.45
H25 6.440 2.095 -0.017  0.36
H26 5.533 3.856 1.482  0.41
N7 2.152 3.239 -2.927  -0.43
C21 0.959 2.606 -3.059  -0.44
N8 0.222 2.859 -4.158  -0.35
O3 0.573 1.766 -2.218  1.46
H27 2.172 4.179 -3.299  0.32
H28 2.542 3.171 -1.998  0.20
H29 0.321 3.796 -4.526  0.39
H30 -0.758 2.598 -4.042  -0.04
C22 1.690 -1.080 4.448  -2.00
C23 2.193 -0.769 3.048  1.90
C24 3.481 0.038 3.143  -1.76
O4 1.218 0.064 2.394  0.60
B1 1.044 -0.308 1.044  0.49
O5 1.784 -1.491 0.847  0.08
C25 2.287 -2.002 2.097  1.95
C26 1.369 -3.150 2.498  -1.88
C27 3.694 -2.525 1.866  -2.15
H31 1.596 -0.145 5.004  0.48
H32 2.389 -1.729 4.983  0.34
H33 0.713 -1.562 4.427  0.33
H34 3.275 0.953 3.702  0.48
H35 3.839 0.324 2.155  0.08
H36 4.270 -0.516 3.660  0.35
H37 0.337 -2.804 2.594  0.22
H38 1.676 -3.612 3.440  0.37
H39 1.394 -3.909 1.713  0.42
H40 4.340 -1.748 1.462  0.33
H41 3.655 -3.346 1.148  0.39
H42 4.132 -2.902 2.795  0.39
O6 -3.831 1.463 1.841  -0.53
N9 -2.875 2.181 2.042  0.76
O7 -2.817 3.015 2.938  -0.76
O8 -1.856 2.127 1.237  -0.28

Summary:
* net charge: -1
* gap between HOMO and LUMO: 6.15 eV
* highest occupied orbital energy: -4.0 eV

(2)
Density functional theory data (ωB97M-V with the def2-TZVPD basis set) for 2 unconnected molecules or ions with the total composition CH4N2O4.

Each line ends with the Mulliken charge.
Cartesian coordinates (Å):
C1 1.470 1.132 0.571  -0.04
N1 -1.857 0.553 0.717  1.08
N2 -0.608 0.141 0.492  -0.45
O1 -2.644 -0.363 0.707  -0.61
O2 -2.147 1.749 0.726  -0.60
O3 0.910 -2.250 -1.648  -0.63
O4 0.241 1.227 0.646  0.04
H1 0.314 -1.715 -1.160  0.33
H2 2.147 0.214 0.215  0.28
H3 1.913 2.112 0.847  0.29
H4 0.262 -2.802 -2.113  0.32

Summary:
* gap between HOMO and LUMO (alpha / beta): 8.48 / 8.47 eV
* highest occupied orbital energy (alpha / beta): -10.2 / -10.2 eV

Which formula does entry 2 have?
CH4N2O4

Copy entry 2 word for word.
Density functional theory data (ωB97M-V with the def2-TZVPD basis set) for 2 unconnected molecules or ions with the total composition CH4N2O4.

Each line ends with the Mulliken charge.
Cartesian coordinates (Å):
C1 1.470 1.132 0.571  -0.04
N1 -1.857 0.553 0.717  1.08
N2 -0.608 0.141 0.492  -0.45
O1 -2.644 -0.363 0.707  -0.61
O2 -2.147 1.749 0.726  -0.60
O3 0.910 -2.250 -1.648  -0.63
O4 0.241 1.227 0.646  0.04
H1 0.314 -1.715 -1.160  0.33
H2 2.147 0.214 0.215  0.28
H3 1.913 2.112 0.847  0.29
H4 0.262 -2.802 -2.113  0.32

Summary:
* gap between HOMO and LUMO (alpha / beta): 8.48 / 8.47 eV
* highest occupied orbital energy (alpha / beta): -10.2 / -10.2 eV